1.
The following is a DFT calculation (ωB97M-V/def2-TZVPD) of a single C3HN5 molecule.

Results
SMILES ... N#Cc1cnnnn1
E_LUMO ... -0.088 Ha

```
9
Properties=species:S:1:pos:R:3:lowdin_charge:R:1
C -0.82 -0.28 -0.09 -0.203
N -0.41 2.69 1.18 0.202
N -0.80 -1.39 -0.62 0.070
N 0.47 -2.09 -0.75 0.081
N 1.53 -1.22 -0.76 -0.024
C 0.25 0.52 0.09 -0.282
C 0.15 1.67 0.89 -0.123
N 1.47 0.07 -0.41 0.096
H -1.84 0.02 0.49 0.184
```

2.
The following is a DFT calculation (ωB97M-V/def2-TZVPD) of a gas-phase ion, C2BrO2S (charge -1).

Results
E_LUMO ... 0.103 Ha
Charge ... -1

```
6
Properties=species:S:1:pos:R:3:lowdin_charge:R:1
Br -3.43 0.83 -0.05 0.600
O 1.76 -0.18 0.99 -0.586
O 1.54 -1.32 -1.13 -0.555
C -1.76 0.09 -0.23 -0.720
C -0.44 0.10 -0.38 -0.289
S 0.83 -1.03 0.11 0.550
```

3.
The following is a DFT calculation (ωB97M-V/def2-TZVPD) of 3 unconnected molecules or ions with the total composition C3H12NO2.

Results
2S+1 ... 2
E_LUMO (spin up / spin down) ... -0.374 / -0.503 Ha
Charge ... +2
Expectation value of S² ... 0.755

```
18
Properties=species:S:1:pos:R:3:lowdin_charge:R:1
H 0.94 -2.50 -3.90 0.116
C -0.14 2.58 1.83 0.059
H -0.39 2.31 2.85 0.102
C -0.18 0.11 1.82 0.137
H -0.85 -1.82 1.37 0.175
H 0.52 -1.03 -2.26 0.015
N -0.69 -0.97 0.89 0.283
H -0.11 -0.94 -0.04 0.167
O 0.92 -0.46 -1.54 -0.069
H -0.99 2.91 1.18 0.158
H 1.17 0.19 -2.17 0.058
H -1.58 -0.70 0.50 0.187
H 0.71 3.30 1.73 0.149
H -0.20 -3.08 -3.26 0.101
O 0.25 -2.21 -3.26 -0.041
C 0.29 1.22 1.24 0.088
H -0.32 0.06 2.85 0.153
H 0.64 1.04 0.17 0.160
```

no.,electronic energy (eV)
1,-10571.9730
2,-87044.4346
3,-8868.8809